Record 1
ORCA calculation (the ωB97M-V functional and the def2-TZVPD basis) on a molecular structure, C28H31AuClN2OP.

Element x y z (Å)
C  0.75587  -1.16599  4.77599
H  1.72993  -1.82878  7.20337
C  2.25672  -1.16201  -3.49188
C  -1.94538  1.78071  -4.16278
H  -0.03708  5.09078  -3.46009
C  -1.90411  -2.17239  -5.57702
H  -2.02902  5.10991  -4.97689
C  -2.56211  -3.09453  -4.75099
H  4.05821  -2.29287  -3.78999
H  0.02859  1.44492  7.17672
C  -0.95559  -1.08492  -3.62077
C  -1.58814  -2.03324  -2.79596
H  -3.01392  1.11739  -0.32676
H  -2.55287  0.88428  -4.28760
N  0.23724  0.74535  1.49769
C  1.58218  0.06395  -3.68415
C  -1.68289  4.16967  -4.52396
H  -2.89351  -3.74794  -2.71972
H  1.78900  -1.98017  -2.93887
C  -2.38562  -3.02852  -3.36075
C  -0.54824  4.15598  -3.69536
C  2.14932  1.04613  -4.50296
H  3.87704  1.65119  -5.61437
C  3.54298  -1.34434  -3.98024
C  0.43328  2.36827  3.28384
H  -1.37349  0.20551  5.38720
P  0.02482  0.21312  -2.72916
C  0.32059  -3.42711  6.91233
H  -1.46205  -1.96602  -1.71131
C  -0.82020  0.78951  7.44951
O  1.43619  -2.13012  4.45888
Au  1.27872  -0.13975  -0.69978
H  -0.74980  -3.55971  6.74931
H  0.87880  -3.80099  6.05851
C  -1.09996  -1.16946  -5.01636
H  5.17146  -0.44413  -5.08971
C  0.53897  0.00238  3.79430
C  -1.04602  -0.25920  6.34769
H  0.13995  2.78423  1.18109
H  -2.02546  -2.21455  -6.66158
H  0.95727  1.53250  5.26805
Cl  3.30729  -0.90893  0.00192
C  3.44379  0.86378  -4.99344
H  -3.22304  -3.85312  -5.19018
H  0.60980  -4.00155  7.79067
C  0.23877  2.00136  1.93624
C  0.49095  -0.23246  2.41901
H  -1.74361  1.39290  7.51248
C  4.15723  -0.30977  -4.70657
H  0.79811  2.95603  -2.51061
H  0.66909  -1.20703  1.94235
N  0.20745  -1.04272  6.04218
C  -2.39563  2.98016  -4.72247
H  1.57875  1.91645  -4.81889
H  -0.63648  0.30072  8.42671
C  -0.73801  1.74056  -3.43574
H  0.52347  3.41103  3.57408
C  0.64323  -1.97440  7.12623
H  -1.82626  -0.99796  6.69358
C  0.67343  1.36963  4.20606
H  -0.60603  -0.44485  -5.66730
C  -0.08306  2.95525  -3.15665
H  -3.31933  2.98093  -5.30375
H  0.16927  -1.57681  8.02717
H  -3.45086  0.57174  -0.56854

Atomic forces in eV per Å
C -0.386 -0.417 1.147
H -0.251 -0.136 0.197
C 1.489 -1.335 0.047
C 0.161 -0.232 0.121
H -0.097 -0.304 -0.120
C 0.102 0.233 0.316
H 0.178 -0.530 0.296
C 0.165 0.240 0.070
H -0.155 0.493 -0.167
H -0.430 -0.266 0.372
C 0.091 -0.706 1.298
C 0.004 -0.065 -0.194
H 0.087 0.083 0.028
H 0.247 0.223 -0.031
N 1.418 -0.569 0.785
C -0.642 0.975 -0.203
C 0.071 -0.221 0.253
H 0.138 0.196 -0.132
H 0.016 0.260 -0.175
C -0.093 0.058 -0.118
C -0.137 -0.038 -0.145
C 0.503 -0.016 -0.618
H -0.011 -0.329 0.189
C 0.114 -0.089 0.011
C 0.523 -0.358 -0.504
H 0.011 -0.341 0.876
P -0.989 0.476 -2.148
C -0.163 -0.177 -0.158
H -0.125 -0.135 -0.344
C -0.264 -0.115 -0.386
O 0.004 0.811 -0.364
Au -0.630 0.482 0.533
H 0.000 -0.128 -0.033
H -0.145 -0.113 -0.002
C 0.101 -0.033 -0.180
H -0.315 0.069 0.126
C 0.815 0.784 -0.134
C 0.484 -0.646 -0.318
H -0.156 -0.232 0.216
H 0.049 0.006 0.380
H -0.397 0.191 -0.955
Cl -0.366 0.127 -0.051
C -1.314 1.127 -0.044
H 0.401 0.340 0.235
H -0.037 0.010 0.064
C -0.124 1.013 -0.045
C -0.597 -0.293 -0.667
H 0.488 -0.155 0.198
C 0.342 -1.407 0.429
H -0.162 0.094 -0.166
H -0.355 0.155 0.904
N -0.618 0.387 -0.635
C 0.267 0.104 0.131
H 0.154 -0.070 0.367
H -0.046 0.474 -0.553
C 0.022 0.663 0.852
H -0.152 -0.127 -0.260
C 0.477 0.921 -0.539
H 0.681 0.728 -0.551
C -0.583 -1.695 0.395
H -0.151 -0.206 0.150
C -0.174 0.049 -0.128
H 0.306 0.000 0.180
H 0.218 -0.196 -0.053
H -0.058 -0.091 -0.045

**LUMO energy (spin up / spin down)**: -6.45 / -10.85 eV
**Multiplicity**: 3
**Gap between HOMO and LUMO (spin up / spin down)**: 0.2477 / 0.0858 hartree
**Total charge**: +2
**DFT total energy**: -60051.4430 eV

=====

Record 2
ORCA calculation (the ωB97M-V functional and the def2-TZVPD basis) on a molecular structure, C28H31Cl2I2N8O3PbSe2.

Element x y z (Å)
H  -4.13244  -4.65433  1.20608
O  -2.72990  -0.56013  -1.65360
H  3.07490  1.82958  -3.65249
C  -2.63227  3.69493  -3.81536
C  1.39944  3.61955  1.47851
H  -2.67267  4.30087  -4.70710
C  5.78605  -0.36225  2.19009
C  -2.87682  -0.50751  -4.00702
C  -1.68323  -5.60599  2.25654
C  0.37946  3.15744  0.71242
Cl  -2.86927  2.48391  -6.64431
H  3.37378  -0.70951  -3.05501
N  1.61921  0.44032  -3.06142
H  1.88887  1.39412  -4.89821
C  -0.82269  -3.78678  0.79983
H  -2.47865  5.33573  -2.44596
C  -1.97202  -4.77045  0.99062
H  -2.50140  -6.31968  2.40724
C  0.82436  0.56079  -2.06122
C  -2.42084  3.43166  -1.45198
C  -3.26773  -3.99069  1.20747
C  5.41983  1.90604  2.73181
C  -2.70493  2.29359  -3.93682
C  3.54015  0.33758  2.80641
H  -0.54237  2.01987  4.61479
C  2.02324  1.59600  -3.83512
N  -2.46774  2.12187  -1.53177
C  -2.90831  0.22577  -5.19043
H  -0.75172  -6.17249  2.10826
H  2.18361  4.31683  1.27384
O  -1.54805  -4.74535  3.36513
H  6.43506  -1.17349  1.89849
C  -0.30069  1.37994  3.76672
H  -1.19631  0.83999  3.47420
N  4.50792  3.75380  3.31145
H  1.89540  2.55407  4.62546
N  -0.36642  2.27405  1.43774
C  0.19020  2.19505  2.62874
O  -2.26599  -4.93739  -1.36767
H  1.88535  -1.57580  -2.60618
H  4.07094  -1.64260  2.25297
Pb  -1.73957  0.51762  0.23457
H  -1.75838  -5.22666  4.17096
C  4.42881  -0.63564  2.40670
H  7.33947  1.13063  2.14856
H  1.41749  2.45742  -3.55846
C  -2.51628  4.26520  -2.57324
H  -1.15819  -6.30877  -0.29120
H  -3.21522  -3.47392  2.16871
C  -2.76112  0.10794  -2.75930
H  -2.92308  -6.40724  -0.06403
Se  -1.28532  -2.38246  -0.52711
N  5.59814  3.24112  2.95431
H  2.18090  -1.14344  -4.30264
H  -2.29331  3.85586  -0.46634
C  -2.82774  1.59918  -5.15919
H  -0.59115  -3.30787  1.75178
C  2.30693  -0.81932  -3.26857
C  2.21187  3.16918  3.77773
C  -2.08197  -5.71527  -0.21464
N  0.11781  0.65131  -1.14939
N  1.27341  3.00417  2.69544
C  4.05660  1.61276  2.98599
I  -4.59189  0.95877  1.63513
H  2.25508  4.22185  4.08092
N  3.53442  2.81889  3.36184
C  6.30307  0.90375  2.33466
Se  -3.56445  -2.62431  -0.19662
I  -4.23305  3.61191  2.05492
H  2.49650  0.11536  2.96340
H  0.44634  0.65547  4.09218
H  0.12182  3.38172  -0.29988
H  0.06387  -4.29615  0.42480
H  -2.40715  -5.49729  -2.13715
C  -2.64635  1.53173  -2.73557
Cl  -2.94581  -2.22472  -4.03269
H  -2.99778  -0.29768  -6.12971

Atomic forces in eV per Å
H -0.041 -0.003 -0.055
O 0.021 0.636 -0.002
H -0.036 -0.023 0.026
C 0.021 0.100 0.245
C -0.084 0.233 -0.519
H -0.032 0.086 -0.053
C 0.196 -0.028 -0.078
C 0.107 0.329 0.533
C 0.037 -0.276 -0.491
C 0.398 0.250 0.233
Cl -0.016 0.096 -0.184
H -0.069 0.007 -0.007
N 0.372 -0.119 -0.506
H -0.041 -0.007 0.030
C -0.033 0.425 -0.101
H 0.001 0.072 -0.010
C -0.095 -0.141 -0.056
H 0.039 0.014 -0.018
C -0.591 0.106 0.720
C 0.028 0.005 -0.015
C 0.001 0.384 0.013
C -1.199 -0.649 0.139
C 0.031 -0.254 0.276
C -0.196 -0.133 0.031
H -0.082 -0.045 0.068
C 0.163 0.428 -0.289
N -0.008 0.219 0.276
C 0.016 0.484 -0.067
H -0.143 0.002 -0.035
H 0.245 0.164 -0.022
O -0.046 0.176 0.322
H 0.070 -0.051 -0.054
C 0.064 -0.036 0.090
H -0.070 -0.002 -0.015
N -0.589 1.066 0.383
H 0.013 0.102 -0.155
N 0.119 0.299 0.460
C -0.138 -0.118 0.050
O 0.018 -0.361 -0.545
H 0.029 0.057 -0.098
H -0.033 -0.091 0.021
Pb -0.838 -0.976 0.211
H 0.053 0.023 -0.065
C -0.155 -0.015 0.046
H 0.153 -0.009 -0.005
H 0.001 -0.062 -0.030
C -0.004 -0.073 -0.286
H -0.083 -0.002 0.078
H -0.066 -0.123 -0.162
C 0.087 -0.355 -0.100
H 0.068 0.043 0.048
Se 0.926 -0.634 0.296
N 0.923 0.234 -0.186
H -0.016 0.018 0.046
H 0.025 0.032 0.125
C -0.038 -0.396 -0.054
H 0.004 -0.018 -0.131
C 0.262 -0.491 -0.095
C 0.102 0.255 0.370
C 0.114 -0.289 0.469
N 0.770 0.148 -0.535
N -0.197 -0.061 -0.188
C 0.833 0.227 -0.160
I -0.757 0.604 0.349
H 0.005 -0.259 0.010
N 0.292 -0.695 -0.121
C -0.102 0.128 0.027
Se -0.570 -0.036 0.765
I -0.110 -0.558 -0.015
H -0.128 -0.075 0.026
H 0.000 -0.052 0.049
H 0.074 0.175 -0.302
H 0.062 -0.003 -0.041
H 0.005 -0.079 0.069
C -0.081 0.146 -0.797
Cl -0.054 -0.195 -0.148
H -0.012 0.019 -0.104

**LUMO energy**: -4.14 eV
**Multiplicity**: 1
**Gap between HOMO and LUMO**: 0.1955 hartree
**Total charge**: +1
**DFT total energy**: -224783.7778 eV

=====

Record 3
ORCA calculation (the ωB97M-V functional and the def2-TZVPD basis) on a molecular structure, C28H31ClFN3O2OsSSi.

Element x y z (Å)
C  -4.35895  0.00829  -1.31568
C  1.72698  -1.25746  4.50734
H  -3.33376  -3.66261  2.98677
C  -0.95747  1.36433  -0.27909
C  3.91375  -1.97851  1.22733
H  4.74605  0.40396  0.08950
H  3.01450  -2.61618  5.54033
C  -2.85795  -3.34819  0.91528
C  -3.08923  0.93224  0.97284
O  0.26415  1.85156  2.77954
H  -1.79042  -1.90347  3.81762
C  5.43880  -1.41467  5.28474
C  4.17025  1.30407  0.25392
C  -1.88061  -2.12770  2.76775
C  2.77992  3.65318  0.65419
H  0.85400  -2.72114  -1.15855
C  -2.40239  0.95279  -0.24083
C  4.16746  3.67138  0.70194
C  4.00088  0.28222  4.10881
H  1.18790  -3.11727  0.55724
H  2.21513  -3.71492  -0.73617
H  2.21817  4.56512  0.81120
H  0.82952  -1.83725  4.68339
H  4.88564  0.88993  3.95753
C  -4.98548  -0.03484  -0.08694
H  -0.74827  1.99291  0.58171
S  0.09535  0.49579  3.20927
H  4.45449  -2.90385  1.00394
H  2.70135  1.66441  3.08488
H  -3.53983  -4.09758  0.54181
C  2.77220  1.27043  0.21828
H  -0.72881  1.87936  -1.21400
H  4.26886  -2.44182  -2.08004
H  -2.54883  0.52360  -2.33423
F  -6.23527  -0.53985  -0.00774
H  6.08823  -0.58376  5.55863
C  2.95082  -1.68327  4.99228
C  4.85594  2.48647  0.48690
H  5.32902  -2.06755  6.15008
H  5.94317  -1.98535  4.50094
H  4.73694  -0.75454  -1.82621
H  -4.87751  -0.34553  -2.19686
C  1.63133  -2.84825  -0.40417
H  4.70168  4.59315  0.88976
Cl  0.04449  -0.65585  -2.52326
O  -0.89503  0.17037  4.20065
N  -0.20056  -0.41293  1.88970
Si  2.92475  -1.48778  -0.27095
H  4.63518  -1.23669  1.56522
C  -3.06469  0.50540  -1.38204
Os  0.20897  -0.36586  -0.20881
H  -4.91229  0.40258  2.00300
C  2.09550  2.47652  0.40582
C  -2.73696  -3.09250  2.28596
H  -2.14027  -2.72315  -1.03113
C  -1.13849  -1.40973  1.82418
C  3.89044  -1.44212  -1.85102
H  3.23483  -2.18092  2.06008
H  1.02094  2.48507  0.38163
N  -1.27650  -1.65986  0.50991
C  1.65372  -0.05632  3.81204
N  2.07834  0.06577  -0.02443
H  3.22447  -1.13888  -2.66290
H  5.93873  2.47419  0.50143
C  -4.37860  0.43116  1.06233
C  4.10363  -0.92351  4.79483
C  2.78329  0.72316  3.61173
C  -2.10090  -2.60694  0.04394
H  -2.59829  1.29990  1.86753

Atomic forces in eV per Å
C 0.022 0.015 -0.010
C 0.025 0.042 -0.020
H 0.006 0.004 -0.001
C -0.293 -0.145 -0.091
C 0.121 0.005 0.081
H -0.012 0.004 0.030
H -0.001 0.011 -0.005
C -0.050 -0.038 0.034
C -0.011 0.001 0.056
O -0.013 0.094 0.001
H -0.016 -0.017 0.004
C -0.037 0.011 -0.016
C 0.070 -0.094 0.013
C 0.064 0.048 0.032
C 0.037 -0.007 0.001
H 0.020 -0.063 0.037
C 0.093 0.044 -0.027
C -0.018 -0.072 -0.031
C 0.001 -0.008 -0.023
H -0.021 0.009 -0.021
H 0.030 0.015 0.052
H -0.004 -0.010 0.000
H 0.007 0.002 -0.007
H -0.001 -0.004 0.002
C 0.058 0.029 -0.019
H 0.027 -0.001 0.003
S -0.212 -0.144 -0.171
H -0.021 0.017 0.022
H -0.005 0.004 -0.015
H 0.000 0.005 0.004
C 0.006 0.143 0.436
H 0.089 0.055 0.043
H 0.011 0.023 -0.009
H -0.006 -0.007 0.010
F -0.050 -0.016 0.006
H 0.002 -0.005 -0.001
C 0.000 -0.019 -0.009
C -0.008 0.013 0.009
H -0.001 0.005 -0.002
H 0.000 0.004 0.010
H -0.043 -0.027 -0.026
H -0.001 0.001 0.006
C -0.102 -0.023 -0.004
H 0.000 -0.006 0.005
Cl -0.170 0.092 0.344
O 0.015 0.045 0.033
N 0.037 -0.034 0.182
Si -0.051 -0.079 0.086
H 0.024 0.005 -0.001
C -0.038 -0.013 -0.063
Os 0.893 -0.171 -0.259
H 0.003 -0.004 -0.002
C -0.092 -0.011 -0.002
C -0.028 -0.035 -0.011
H 0.005 0.008 0.002
C -0.015 0.126 0.012
C 0.083 0.006 -0.158
H 0.006 0.026 0.007
H 0.042 0.015 -0.004
N -0.168 -0.031 -0.157
C 0.126 -0.018 -0.029
N -0.567 0.146 -0.455
H 0.031 0.001 -0.001
H -0.008 0.000 -0.001
C -0.005 0.010 0.021
C 0.046 -0.011 -0.006
C -0.026 -0.066 0.031
C 0.107 0.107 0.051
H -0.017 -0.010 -0.006

**LUMO energy (spin up / spin down)**: -1.24 / -1.04 eV
**Multiplicity**: 1
**Gap between HOMO and LUMO (spin up / spin down)**: 0.2582 / 0.2536 hartree
**Total charge**: 0
**DFT total energy**: -74526.6914 eV